a:
Molecular formula: C2H12O3S
Method: DFT, ωB97M-V/def2-TZVPD

SMILES string: CSC.O.O.O
E_HOMO, eV: -8.697

```
18
Properties=species:S:1:pos:R:3:lowdin_charge:R:1
C 0.603 0.365 -2.237 -0.38
S 0.856 -0.344 -0.557 0.77
C 2.259 0.448 0.110 -0.45
H 1.292 1.262 -2.467 0.07
H 0.794 -0.422 -3.021 0.04
H -0.441 0.710 -2.302 0.01
H 2.195 0.461 1.181 0.03
H 2.188 1.525 -0.123 0.05
H 3.147 0.138 -0.238 -0.01
O -0.597 1.082 2.373 -0.07
H -0.625 0.329 1.745 -0.02
H 0.228 1.566 2.397 0.03
O -2.430 -0.107 -1.176 -0.06
H -3.153 -0.618 -0.834 0.03
H -1.737 -0.200 -0.521 -0.04
O -1.110 -2.030 1.936 -0.08
H -1.670 -2.794 1.638 0.07
H -1.801 -1.370 2.098 0.03
```

b:
Molecular formula: C2H12O3S
Method: DFT, ωB97M-V/def2-TZVPD

E_HOMO, eV: -9.410

```
18
Properties=species:S:1:pos:R:3:lowdin_charge:R:1
C 2.226 -0.740 -0.887 -0.19
C 2.203 0.682 -0.389 -0.69
S 1.024 1.057 0.919 0.63
H 2.428 -1.376 -0.001 0.05
H 1.242 -1.051 -1.274 0.07
H 2.960 -1.081 -1.621 0.07
H 2.156 1.528 -1.088 0.07
H 3.147 0.842 0.180 0.05
H 1.350 -0.573 1.668 0.11
H -2.215 -1.698 -0.658 0.03
H -1.572 -0.937 0.478 -0.02
O -1.864 -1.820 0.231 -0.08
H -1.857 0.984 -1.711 0.05
H -0.752 1.004 -0.666 -0.06
O -1.034 0.538 -1.471 -0.10
H -2.362 0.846 2.188 0.03
H -3.881 0.691 2.321 0.04
O -3.199 1.102 1.781 -0.06
```

In terms of stability, a leads; the second structure lies 1.041 eV higher.

a:
Molecular formula: C5H7N4
Method: DFT, ωB97M-V/def2-TZVPD

E_HOMO, eV: -13.293
Charge: +1

```
16
Properties=species:S:1:pos:R:3:lowdin_charge:R:1
C -1.209 0.640 -2.363 -0.04
C 0.008 1.248 -2.111 -0.11
C -1.506 -0.088 -1.234 -0.02
C 0.946 -0.797 1.447 -0.21
C -0.232 -0.087 0.953 -0.16
N 0.366 1.040 -0.849 0.07
N -0.522 0.218 -0.339 -0.17
N -0.191 -1.507 1.425 0.24
N 2.192 -0.597 1.783 0.30
H -1.758 0.743 -3.234 0.09
H 0.695 1.953 -2.703 0.15
H -2.468 -0.628 -1.055 0.15
H -0.955 1.018 2.251 0.27
H -0.623 -2.095 2.123 0.16
H 2.585 0.276 1.638 0.12
H 2.671 -1.337 2.269 0.16
```

b:
Molecular formula: C5H7N4
Method: DFT, ωB97M-V/def2-TZVPD

SMILES string: C1=N\C=[NH+]\C\C=N/N=C/1
E_HOMO (alpha / beta), eV: -13.179 / -13.179
Charge: +1

```
16
Properties=species:S:1:pos:R:3:lowdin_charge:R:1
C -2.225 0.547 0.046 -0.08
N -2.073 -0.707 -0.061 0.12
C -0.897 -1.308 -0.126 -0.04
N 0.178 -0.883 0.605 0.08
C 1.509 -0.958 0.153 -0.09
C 2.059 0.570 -0.055 0.02
N 1.186 1.479 -0.066 0.08
N 0.002 1.243 0.233 -0.05
C -1.179 1.556 -0.181 -0.03
H -3.348 0.821 0.016 0.16
H -0.780 -2.224 -0.638 0.14
H -0.030 -0.122 1.216 0.13
H 1.625 -1.549 -0.785 0.15
H 2.264 -1.255 0.845 0.12
H 3.128 0.540 -0.162 0.13
H -1.419 2.251 -1.039 0.16
```

In terms of stability, b leads; the second structure lies 0.647 eV higher.